(1)
Formula: C5H7NO
Source: the OMol25 dataset
Level of theory: ωB97M-V/def2-TZVPD

multiplicity: 1
frontier orbital gap: 8.659 eV
DFT total energy: -8835.4685 eV
relative energy (zero: lowest compared OMol25 entry of this formula, charge and spin): 16.94 kcal/mol

CARTESIAN COORDINATES (ANGSTROEM)
C (1.12, 1.89, 0.68)
C (0.22, 0.77, 0.22)
C (-0.81, 0.35, 0.98)
O (-1.33, -0.82, 0.50)
C (-0.63, -1.12, -0.60)
N (-1.01, -2.31, -1.21)
C (0.32, -0.18, -0.87)
H (0.69, 2.30, 1.60)
H (1.26, 2.70, -0.04)
H (2.11, 1.49, 0.94)
H (-1.29, 0.78, 1.85)
H (-1.32, -2.99, -0.51)
H (-0.29, -2.71, -1.79)
H (0.97, -0.15, -1.74)

=====

(2)
Formula: C5H10O
Source: the OMol25 dataset
Level of theory: ωB97M-V/def2-TZVPD

multiplicity: 1
frontier orbital gap: 10.769 eV
DFT total energy: -7391.8248 eV
relative energy (zero: lowest compared OMol25 entry of this formula, charge and spin): 67.81 kcal/mol

CARTESIAN COORDINATES (ANGSTROEM)
C (0.72, -0.49, 1.65)
C (1.49, -1.15, 0.79)
C (-0.66, -1.73, -1.18)
O (-0.62, -1.03, -2.17)
C (-1.23, 1.74, -0.70)
C (-0.11, 2.21, -0.16)
H (0.62, 0.59, 1.59)
H (0.16, -0.99, 2.43)
H (2.04, -0.64, 0.00)
H (1.60, -2.23, 0.84)
H (-1.33, -1.51, -0.32)
H (-0.03, -2.63, -1.08)
H (-2.19, 1.87, -0.22)
H (-1.22, 1.19, -1.64)
H (-0.11, 2.73, 0.80)
H (0.86, 2.07, -0.63)

=====

(3)
Formula: C6H9AgNaO5
Source: the OMol25 dataset
Level of theory: ωB97M-V/def2-TZVPD

⟨S²⟩: 0.7713
multiplicity: 2
frontier orbital gap (alpha / beta): 6.406 / 6.116 eV
DFT total energy: -25013.3000 eV

CARTESIAN COORDINATES (ANGSTROEM)
O (-2.72, 0.61, -0.05)
C (-2.59, -0.63, 0.54)
C (-1.82, -0.61, 1.74)
O (-1.05, 0.52, 1.91)
Ag (-0.94, 1.39, 0.13)
H (-3.51, -1.22, 0.59)
H (-2.40, -0.75, 2.66)
O (2.19, -0.12, 0.13)
C (1.14, -1.05, 0.18)
C (0.29, -1.08, -1.00)
O (-0.03, 0.22, -1.49)
C (1.17, 0.95, -1.78)
C (1.84, 1.18, -0.43)
O (0.98, 1.86, 0.35)
Na (0.91, 1.25, 2.53)
H (1.54, -2.02, 0.52)
H (0.53, -1.78, -1.81)
H (0.85, 1.90, -2.22)
H (1.79, 0.36, -2.47)
H (2.82, 1.66, -0.59)
H (0.03, -1.15, 1.18)
H (-1.04, -1.48, -0.61)